# 1
The following is a DFT calculation (ωB97M-V with the def2-TZVPD basis set) of a molecular structure, C24H76F2N7O15PbS2 at a distorted geometry.

Last column: Mulliken spin population.
Element x y z (Å)
Pb 1.7109 1.4792 -4.4643  0.00
N 1.0945 0.9965 -2.1067  0.00
S 1.7169 0.4649 -0.7238  0.00
O 0.9408 -0.4905 0.0949  0.00
O 2.5929 1.4666 -0.0977  0.00
F 2.7599 -0.5380 -1.4582  0.00
S -0.3799 1.6145 -1.4450  0.00
O -0.1504 2.7907 -0.6932  0.00
O -1.4423 0.7018 -1.0444  0.00
F -0.7580 2.2048 -2.9269  0.00
O -1.1558 3.9445 1.5825  0.00
H -0.7681 3.2307 2.0889  0.00
H -0.8383 3.8057 0.6902  0.00
O 2.7171 -0.8560 -4.4263  0.00
H 3.3696 -1.3288 -4.9430  0.00
H 2.1369 -1.5388 -4.0896  0.00
O 1.6053 3.7554 -3.5999  0.00
H 1.6181 3.8404 -2.6466  0.00
H 1.5729 4.6567 -3.9208  0.00
O 3.8916 1.7079 -3.4834  0.00
H 3.9460 0.9966 -2.8453  0.00
H 4.2924 2.4570 -3.0426  0.00
O 3.7672 2.7645 2.1677  0.00
H 3.9961 1.8879 2.4766  0.00
H 3.4645 2.6311 1.2695  0.00
C 4.0744 -4.0815 -3.4684  0.00
C 3.1124 -4.1775 -2.2683  0.00
C 1.6058 -3.9383 -2.5452  0.00
O 1.3942 -2.5667 -2.9614  0.00
C 0.1017 -2.2432 -3.0992  0.00
N 3.2561 -5.5205 -1.6483  0.00
H 4.1116 -3.0465 -3.8082  0.00
H 3.8423 -4.7060 -4.3311  0.00
H 5.1048 -4.3800 -3.2755  0.00
H 3.3471 -3.4304 -1.5101  0.00
H 1.0441 -4.1611 -1.6380  0.00
H 1.1721 -4.5972 -3.2974  0.00
H -0.4122 -2.6909 -2.2486  0.00
H -0.1473 -2.6821 -4.0653  0.00
H -0.0299 -1.1623 -3.1483  0.00
H 4.2204 -5.7215 -1.8712  0.00
H 3.2236 -5.3953 -0.6466  0.00
C -5.7288 -2.3801 -3.5886  0.00
C -6.1022 -0.8638 -3.4734  0.00
C -4.8354 0.0313 -3.5222  0.00
O -5.0881 1.3652 -3.0886  0.00
C -3.9032 2.2267 -3.2133  0.00
N -7.0243 -0.4071 -4.4233  0.00
H -6.6377 -2.9580 -3.4213  0.00
H -4.9896 -2.7877 -2.8991  0.00
H -5.3139 -2.6636 -4.5558  0.00
H -6.5422 -0.7501 -2.4826  0.00
H -4.3391 0.0981 -4.4904  0.00
H -4.0541 -0.4038 -2.8990  0.00
H -3.9725 3.1343 -2.6137  0.00
H -3.8334 2.5269 -4.2588  0.00
H -2.9990 1.7527 -2.8312  0.00
H -6.8808 0.5921 -4.4554  0.00
H -8.0106 -0.4823 -4.2197  0.00
C 1.5239 1.3364 4.7731  0.00
C 0.3404 2.0912 4.1778  0.00
C 0.1885 3.5801 4.7275  0.00
O 0.0751 3.7434 6.1563  0.00
C 0.2296 5.0729 6.6369  0.00
N 0.5785 1.9341 2.7576  0.00
H 1.6192 0.2689 4.5747  0.00
H 1.4353 1.4441 5.8541  0.00
H 2.4844 1.7035 4.4113  0.00
H -0.5134 1.4296 4.3239  0.00
H -0.7242 3.9160 4.2352  0.00
H 1.0567 4.0930 4.3138  0.00
H 1.2769 5.3712 6.5902  0.00
H -0.0643 4.9846 7.6829  0.00
H -0.3690 5.8277 6.1271  0.00
H 0.6890 0.9707 2.4751  0.00
H 1.4651 2.3802 2.5704  0.00
C -6.1451 3.6594 4.0735  0.14
C -5.0064 2.6582 4.4069  -0.01
C -4.0420 2.4242 3.2786  0.01
O -4.6813 1.8261 2.2384  0.00
C -3.8157 1.3198 1.3336  0.00
N -4.3848 3.1679 5.6503  0.86
H -6.7044 3.9866 4.9499  0.00
H -6.8111 3.2067 3.3389  0.01
H -5.7345 4.5419 3.5829  0.00
H -5.3495 1.6579 4.6711  0.03
H -3.3179 1.7219 3.6915  0.00
H -3.4437 3.2512 2.8960  -0.01
H -3.2146 2.0266 0.7616  0.00
H -4.4255 0.8828 0.5428  0.00
H -3.1940 0.5427 1.7782  0.00
H -5.0305 3.4121 6.3876  -0.02
H -3.6639 3.8718 5.5803  -0.01
C -3.4441 -2.0978 0.0206  0.00
C -2.7150 -2.8450 1.1309  0.00
C -1.8806 -4.0236 0.5486  0.00
O -2.7050 -4.9833 -0.0969  0.00
C -1.9255 -5.9589 -0.6921  0.00
N -1.9670 -1.7623 1.7389  0.00
H -4.0068 -1.2515 0.4148  0.00
H -4.0677 -2.7403 -0.6010  0.00
H -2.7079 -1.5644 -0.5807  0.00
H -3.4541 -3.1844 1.8565  0.00
H -1.2485 -4.5124 1.2900  0.00
H -1.3114 -3.5516 -0.2522  0.00
H -1.3187 -6.5483 -0.0046  0.00
H -1.1538 -5.6301 -1.3882  0.00
H -2.5992 -6.6039 -1.2561  0.00
H -1.3698 -2.0744 2.4913  0.00
H -1.3299 -1.3811 1.0542  0.00
C 6.6299 0.8368 0.7246  0.00
C 6.6691 0.0671 -0.6799  0.00
C 6.1532 -1.3839 -0.5150  0.00
O 6.6889 -2.0719 0.6325  0.00
C 8.0530 -2.5566 0.5160  0.00
N 5.9169 0.8180 -1.6969  0.00
H 7.3779 0.4763 1.4307  0.00
H 5.6412 0.9373 1.1724  0.00
H 6.9392 1.8780 0.6340  0.00
H 7.6922 -0.1281 -1.0012  0.00
H 6.2453 -1.8184 -1.5104  0.00
H 5.0819 -1.3099 -0.3283  0.00
H 8.6007 -2.3259 1.4297  0.00
H 8.5735 -1.9585 -0.2319  0.00
H 8.0047 -3.6072 0.2294  0.00
H 6.1749 0.5668 -2.6405  0.00
H 5.9689 1.8135 -1.5346  0.00

Force components x, y, z for each atom (eV/Å):
0.15 -0.49 0.29
-2.99 0.41 2.05
4.36 -3.16 2.39
1.11 3.03 -1.93
-2.14 -1.80 -1.21
-0.47 0.98 0.45
-2.47 -0.40 -2.26
0.62 -0.01 0.01
2.58 1.48 -1.29
-0.08 -0.59 0.69
-0.90 0.94 0.09
0.66 -0.74 0.08
-0.02 -0.01 0.10
0.36 1.62 -0.64
0.37 0.04 -0.33
-0.61 -1.27 1.11
0.21 -0.02 0.04
-0.10 -0.05 0.69
-0.07 0.41 -0.44
-0.85 0.15 -0.96
0.64 -0.92 0.88
0.08 0.48 0.12
-0.04 0.41 0.27
0.12 -0.25 0.11
-0.07 -0.11 -0.22
-0.39 0.45 -0.25
-0.56 -0.54 0.08
0.72 0.13 -0.64
3.95 -0.69 1.09
-1.96 -0.42 -0.68
0.11 0.84 -0.66
0.09 0.05 -0.09
-0.68 -0.08 0.10
0.01 0.18 0.69
0.40 0.42 -0.22
-0.01 0.36 0.30
0.27 -0.19 -0.32
-0.93 0.34 -0.23
-1.40 0.01 -0.04
-0.09 0.06 0.22
0.11 -0.78 0.35
-0.08 -0.26 0.22
-0.23 0.28 -0.42
1.85 -0.91 1.69
0.46 -0.13 0.33
0.86 0.95 0.47
-1.22 -0.80 0.02
-0.78 1.19 -1.99
-0.03 -0.05 -0.18
-0.03 0.60 0.54
-0.33 0.30 -0.35
0.37 0.07 0.59
-0.48 -0.31 -0.69
-0.02 -0.23 0.53
-0.77 -0.09 0.06
0.40 -0.09 -0.10
-0.18 -0.48 -0.37
-0.13 0.30 -0.44
0.05 -0.63 0.35
0.23 0.34 1.95
1.17 -2.18 1.04
-0.16 -1.26 -0.70
-0.15 -0.96 -1.51
0.36 -0.57 0.26
-0.70 2.19 -1.61
-0.82 -0.12 -0.26
0.63 -0.11 0.25
-0.04 0.64 0.23
-0.61 0.58 0.72
-0.04 0.66 -0.02
0.05 0.44 0.14
0.09 0.10 -0.04
0.02 0.36 -0.04
-0.24 -0.13 -0.19
-0.21 -0.16 0.36
0.31 0.12 -0.41
-0.13 0.41 -0.02
0.45 0.14 0.82
1.77 -0.01 0.68
-2.59 0.89 1.00
0.81 -1.59 -2.60
-1.09 0.69 -2.03
-0.17 -0.18 -0.07
0.03 -0.35 0.21
0.25 0.00 0.16
-0.80 0.02 0.10
0.53 -0.27 0.13
-0.11 0.79 0.38
0.31 0.61 0.59
-0.06 -0.35 0.12
0.28 -0.09 -0.08
-0.25 -0.53 0.65
0.92 -0.03 -0.07
-0.30 -0.08 -0.36
-0.70 0.14 -0.59
-1.07 0.86 -0.23
0.07 0.87 0.70
0.22 -1.27 -0.68
0.97 -0.24 0.73
-0.39 -0.47 0.27
0.04 0.12 -0.01
0.28 -0.35 -0.48
0.09 -0.32 0.05
0.20 0.09 0.14
0.82 0.06 0.03
-0.35 -0.24 0.60
-0.10 0.86 -0.41
0.10 -0.14 0.16
0.04 -0.20 0.32
0.14 0.24 -0.26
0.63 0.18 -1.38
0.21 0.04 2.12
-0.80 0.97 0.91
0.23 0.34 -1.18
-0.81 1.05 -0.56
-0.72 -0.67 0.32
-0.41 -0.59 -0.02
-0.07 -0.70 -0.09
0.09 0.21 -0.60
0.41 0.85 0.12
0.44 -0.94 0.08
-0.13 -0.16 0.14
-0.34 -0.55 0.24
0.10 -0.29 -0.35
0.41 0.03 0.24
0.37 0.24 0.02
0.45 -0.04 -0.09

HOMO-LUMO gap (spin up / spin down), eV: 5.58 / 2.80
HOMO (spin up / spin down), eV: -11.947 / -11.947
Charge: +2
2S+1: 2
LUMO level (spin up / spin down), eV: -6.37 / -9.15

# 2
The following is a DFT calculation (ωB97M-V with the def2-TZVPD basis set) of 14 unconnected molecules or ions with the total composition C24H76O14 at a distorted geometry.

Last column: Mulliken charge in e.
Element x y z (Å)
C -46.2550 5.8608 -1.4146  -0.45
O -45.3199 5.2450 -0.5353  -0.55
H -46.1614 5.4331 -2.4157  0.16
H -47.2928 5.7445 -1.0941  0.22
H -46.0242 6.9269 -1.4502  0.36
H -45.8071 4.6912 0.0762  0.31
C -49.6348 -1.5926 -6.1541  -0.19
O -48.9232 -1.1151 -7.2987  -0.70
H -50.6457 -1.9001 -6.4312  0.17
H -49.0849 -2.4640 -5.8030  0.36
H -49.6834 -0.8527 -5.3507  -0.20
H -49.4556 -0.3455 -7.5632  0.25
C -53.2507 5.5885 -6.2373  -0.88
O -52.0537 4.8478 -6.0143  0.07
H -53.2279 6.6320 -5.9298  0.35
H -53.5607 5.5331 -7.2851  0.38
H -54.0711 5.1117 -5.6899  0.23
H -51.8096 4.4336 -6.8603  0.12
C -46.5458 5.8459 -7.2493  -0.54
O -45.2775 5.4571 -6.7755  -0.51
H -47.3759 5.2518 -6.8692  0.09
H -46.7764 6.9071 -7.0884  0.32
H -46.5805 5.8779 -8.3459  0.37
H -44.7855 5.0887 -7.5120  0.32
C -50.6695 4.2119 -9.4415  -0.76
O -50.8154 3.6182 -8.1352  -0.31
H -51.2640 3.5795 -10.1154  0.32
H -51.0950 5.2074 -9.4227  0.32
H -49.6544 4.0771 -9.8063  0.14
H -50.4997 2.7052 -8.1932  -0.19
C -45.7268 -0.5788 -2.9370  -0.79
O -46.4093 0.4673 -2.2486  -0.51
H -44.7697 -0.2083 -3.3036  0.28
H -45.6520 -1.4330 -2.2625  0.30
H -46.2607 -0.9344 -3.8237  0.30
H -47.2694 0.6214 -2.6515  0.15
C -50.8449 3.5327 -1.0203  -0.69
O -50.8977 2.2230 -1.5415  -0.24
H -49.8858 3.7381 -0.5306  0.29
H -50.9742 4.3676 -1.7127  0.17
H -51.6331 3.6411 -0.2667  0.33
H -50.4105 1.6150 -0.9706  0.22
C -53.0029 1.7099 -3.9184  -0.42
O -52.4445 0.9089 -4.9702  -0.42
H -53.9105 2.2212 -4.2453  0.29
H -53.2505 1.0961 -3.0529  0.27
H -52.2771 2.4581 -3.6089  -0.12
H -52.5291 -0.0017 -4.6748  0.18
C -44.8300 2.4237 0.0074  -0.28
O -44.8472 1.0050 0.0117  -0.60
H -43.9584 2.7792 -0.5476  0.30
H -45.7311 2.8422 -0.4420  -0.17
H -44.7383 2.7550 1.0420  0.37
H -45.2957 0.7060 -0.7934  0.55
C -49.3321 2.6520 -5.4498  0.43
C -48.3480 2.0928 -4.4339  0.26
C -47.7970 3.1918 -3.5343  -0.68
O -49.1564 1.1939 -3.6242  0.85
H -49.7164 1.9182 -6.1520  -0.74
H -48.9659 3.5709 -5.9104  -0.29
H -50.2304 2.9939 -4.9172  0.29
H -47.5681 1.4981 -4.9115  0.13
H -47.3431 4.0222 -4.0857  0.36
H -47.0018 2.8424 -2.8770  0.37
H -48.6419 3.6303 -3.0015  -0.29
H -49.9983 1.6532 -3.5200  -0.38
C -45.8018 1.4325 -7.6050  -1.39
C -46.9898 1.9158 -8.4295  2.29
C -46.6593 2.9434 -9.4734  -1.29
O -47.5176 0.7583 -9.1350  -0.69
H -46.1307 0.7913 -6.7867  0.27
H -45.2729 2.2966 -7.1923  0.32
H -45.1360 0.8596 -8.2484  0.37
H -47.8616 2.2094 -7.8378  -0.90
H -47.4987 2.9178 -10.1696  0.40
H -45.7797 2.6690 -10.0591  0.41
H -46.5314 3.9274 -9.0302  -0.12
H -47.7996 0.0881 -8.5015  0.30
C -50.2560 -1.5700 -1.7061  -0.92
C -50.9248 -0.9385 -0.5100  0.59
C -51.2404 -1.9966 0.5583  -1.52
O -50.0321 0.0036 0.1177  -0.64
H -49.3920 -2.1798 -1.4401  0.37
H -49.9276 -0.8347 -2.4485  0.04
H -50.9895 -2.1491 -2.2772  0.37
H -51.8978 -0.5080 -0.7421  0.15
H -51.7600 -2.8467 0.1049  0.38
H -51.8702 -1.5712 1.3395  0.39
H -50.3665 -2.4190 1.0607  0.36
H -49.2287 -0.4985 0.2919  0.34
C -52.3555 -0.9381 -8.5957  -1.45
C -52.1190 0.5585 -8.5493  0.45
C -53.3848 1.3648 -8.2721  -1.12
O -51.1836 0.8447 -7.4644  0.69
H -53.0952 -1.1294 -9.3742  0.46
H -52.7334 -1.3421 -7.6540  0.23
H -51.3888 -1.4230 -8.7397  0.33
H -51.5776 0.9805 -9.3967  0.44
H -54.1786 1.1502 -8.9941  0.47
H -53.2014 2.4330 -8.4033  0.12
H -53.7661 1.1923 -7.2668  0.19
H -51.6617 0.7617 -6.6177  -0.36
C -49.3134 6.5497 -3.8021  -0.37
C -50.5278 7.4803 -3.8634  0.28
C -50.4865 8.3061 -5.1558  -1.19
O -51.7263 6.7184 -3.8226  -0.51
H -48.4389 7.1968 -3.6878  0.46
H -49.2423 5.9310 -4.7007  -0.08
H -49.3273 5.8578 -2.9594  -0.14
H -50.4507 8.1021 -2.9697  0.42
H -50.6897 7.6111 -5.9742  0.16
H -49.4972 8.7332 -5.3183  0.42
H -51.2670 9.0633 -5.1091  0.31
H -51.6734 6.0931 -4.5632  0.24

Force components x, y, z for each atom (eV/Å):
0.19 0.10 -0.06
-0.25 0.25 0.04
0.00 0.08 -0.02
0.04 -0.03 0.10
-0.08 -0.02 -0.13
0.07 0.00 0.07
0.45 -0.35 -0.08
-0.58 0.53 0.25
-0.03 -0.04 0.04
-0.09 -0.03 0.11
0.05 0.08 -0.03
-0.02 -0.02 -0.16
-0.99 -0.81 -0.31
-0.26 0.64 -0.09
0.48 0.00 0.05
0.19 0.17 -0.06
0.04 0.10 0.16
0.43 -0.13 0.30
-0.42 1.10 -1.20
-0.10 0.02 0.20
0.14 -0.23 0.10
0.30 -0.11 0.89
-0.03 -0.64 0.03
0.06 -0.04 0.06
-0.70 -1.90 0.14
0.36 0.61 -0.49
-0.18 0.44 -0.24
0.43 0.21 -0.02
0.27 0.79 0.13
-0.27 -0.03 0.42
-0.45 -0.13 -0.30
0.09 -0.10 -0.31
0.18 -0.17 0.35
0.46 0.02 -0.06
-0.22 0.18 0.08
-0.29 0.01 0.09
0.10 0.31 1.35
-0.15 0.26 -0.94
-0.01 -0.15 0.05
-0.18 -0.63 -0.70
0.09 0.17 0.06
0.15 0.01 0.21
-0.07 0.36 0.08
-0.22 -0.34 0.31
0.05 -0.09 -0.19
0.08 0.01 0.01
0.00 -0.01 -0.01
0.12 -0.06 -0.16
0.37 -0.62 -0.13
-0.09 -0.09 0.13
-0.12 0.25 -0.01
-0.05 -0.14 -0.04
-0.05 0.07 0.01
-0.09 0.27 0.21
-0.09 0.70 0.27
-1.29 0.24 0.19
0.32 0.33 -0.43
1.10 -0.43 -0.30
0.43 0.01 -0.21
0.13 -0.27 -0.47
0.08 0.05 0.15
0.04 -0.04 0.08
-0.07 -0.18 -0.32
-0.30 -0.15 0.30
0.13 -0.13 0.33
-0.05 -0.12 0.52
-0.30 0.73 0.15
-0.49 -1.87 0.00
-0.24 -0.30 -0.30
0.10 0.27 -0.59
0.02 -0.01 0.02
0.11 -0.15 0.13
0.05 0.07 -0.05
0.48 0.70 0.48
0.00 0.44 -0.07
0.10 -0.03 0.19
-0.03 0.00 -0.13
0.28 -0.01 0.14
-0.46 0.42 -1.20
0.74 -1.38 1.41
-0.42 -0.36 -0.13
-0.65 0.47 -0.55
-0.12 -0.13 0.12
0.16 0.24 0.35
0.13 -0.42 0.31
0.40 0.77 -0.24
-0.13 0.10 0.07
-0.04 0.00 -0.03
0.25 0.21 -0.24
0.14 0.21 0.04
0.25 0.34 -0.32
0.05 0.61 1.81
-0.23 0.31 -0.82
0.06 -0.31 -0.38
0.27 -0.45 -0.11
-0.23 0.38 0.09
-0.20 -0.23 -0.48
-0.29 -0.50 -0.45
0.04 -0.31 0.08
0.21 -0.02 0.29
0.05 -0.11 0.03
0.12 0.32 -0.09
0.08 0.29 0.03
0.67 -0.84 -0.40
-0.09 -0.40 0.60
-0.05 0.27 0.30
0.24 -0.32 -0.21
0.12 0.16 -0.12
-0.24 0.17 0.15
-0.56 0.15 -0.05
-0.03 0.12 -0.12
-0.09 0.25 0.02
0.11 0.14 -0.24
0.06 -0.09 0.16

HOMO-LUMO gap, eV: 9.80
HOMO, eV: -9.514
Charge: 0
2S+1: 1
Energy relative to the best compared isomer or geometry (same formula, charge and spin), kJ/mol: 509.0
LUMO level, eV: 0.29

We obtain electronic energy values of -99594.8592 -54781.6772 eV for the records listed above, in that order.